Record 1
C32H27F9MoNO2PSe as an isolated structure. Source: the OMol25 dataset; level of theory: ωB97M-V/def2-TZVPD.

```
! RIJCOSX wB97M-V def2-TZVPD def2/J DEFGRID3
* xyz 2 3
Mo 0.944 0.464 -0.229
O 0.775 0.454 2.437
N -0.171 0.102 1.478
C -1.285 -0.397 1.863
C -2.350 -0.856 0.992
C -3.363 -1.563 1.638
C -4.408 -2.126 0.915
C -4.446 -1.972 -0.457
C -3.449 -1.250 -1.117
C -2.402 -0.683 -0.413
P -1.195 0.292 -1.350
C -1.233 -0.218 -3.061
C -1.903 0.557 -4.008
C -1.967 0.118 -5.322
C -1.369 -1.081 -5.685
C -0.706 -1.855 -4.740
C -0.633 -1.426 -3.426
C -1.657 2.023 -1.203
C -2.699 2.437 -0.370
C -3.017 3.783 -0.292
C -2.307 4.711 -1.045
C -1.275 4.300 -1.878
C -0.940 2.960 -1.955
H 0.390 1.076 3.079
H -1.427 -0.518 2.935
H -3.327 -1.685 2.713
H -5.184 -2.679 1.426
H -5.252 -2.407 -1.031
H -3.502 -1.135 -2.192
H -2.373 1.492 -3.729
H -2.485 0.713 -6.060
H -1.418 -1.414 -6.713
H -0.242 -2.788 -5.029
H -0.118 -2.032 -2.690
H -3.279 1.720 0.197
H -3.827 4.108 0.346
H -2.567 5.759 -0.991
H -0.729 5.024 -2.467
H -0.134 2.646 -2.612
F 3.234 2.382 2.012
C 2.678 3.316 1.233
F 3.178 4.495 1.544
F 1.357 3.318 1.512
C 2.888 2.965 -0.269
O 2.039 1.920 -0.605
C 2.538 4.194 -1.162
F 1.451 4.810 -0.681
F 3.537 5.058 -1.199
F 2.261 3.788 -2.401
C 4.350 2.497 -0.532
F 5.220 3.286 0.081
F 4.498 1.248 -0.076
F 4.597 2.490 -1.837
C 1.217 -4.043 5.199
C 1.365 -3.450 3.829
C 2.450 -2.640 3.516
C 2.632 -2.104 2.244
C 3.832 -1.252 1.956
C 1.665 -2.404 1.286
Se 1.826 -1.691 -0.509
C 0.588 -3.265 1.532
C -0.351 -3.719 0.448
C 0.450 -3.756 2.822
H 1.766 -3.469 5.942
H 1.611 -5.061 5.209
H 0.171 -4.095 5.500
H 3.193 -2.430 4.276
H 4.548 -1.317 2.772
H 3.554 -0.202 1.848
H 4.340 -1.552 1.038
H -0.824 -2.886 -0.075
H -1.137 -4.349 0.861
H 0.181 -4.306 -0.304
H -0.370 -4.431 3.039
*
```

Results
Maximum force, hartree/bohr: 0.006
Highest occupied orbital energy (spin up / spin down), Eh: -0.5172 / -0.5160
<S²>: 2.039
Energy relative to the best compared isomer or geometry (same formula, charge and spin), kcal per mole: 13.01


Record 2
A 2-piece molecular cluster, C2H7N3O overall. Source: the OMol25 dataset; level of theory: ωB97M-V/def2-TZVPD.

```
! RIJCOSX wB97M-V def2-TZVPD def2/J DEFGRID3
* xyz 0 1
C 0.058 -0.278 -0.519
C 0.458 -0.833 -1.792
N 0.564 0.389 0.355
N 0.851 0.760 2.551
N -0.054 0.807 1.521
O -1.751 -1.049 0.054
H -0.392 -0.844 -2.466
H 1.311 -0.351 -2.260
H 0.757 -1.839 -1.583
H 1.497 1.525 2.608
H 1.258 -0.230 2.548
H -0.727 0.130 1.751
H -2.346 -0.382 -0.206
*
```

Results
Maximum force, hartree/bohr: 0.082
Highest occupied orbital energy, Eh: -0.3621
Energy relative to the best compared isomer or geometry (same formula, charge and spin), kcal per mole: 122.92


Record 3
One molecule with the formula C17H24N2O7. Source: the OMol25 dataset; level of theory: ωB97M-V/def2-TZVPD.

```
! RIJCOSX wB97M-V def2-TZVPD def2/J DEFGRID3
* xyz 0 1
C -0.180 5.527 -3.544
C -0.939 4.290 -3.102
O -0.018 3.395 -2.480
C -0.557 2.285 -1.946
O -1.743 2.043 -2.017
C 0.403 1.398 -1.289
C 1.740 1.576 -1.200
C 2.502 2.752 -1.710
N 2.501 0.581 -0.631
C 2.050 -0.704 -0.441
C 3.130 -1.712 -0.230
C 0.722 -0.956 -0.514
C 0.132 -2.292 -0.399
O 0.681 -3.268 0.078
O -1.123 -2.328 -0.854
C -1.816 -3.567 -0.728
C -3.280 -3.323 -1.041
C -0.225 0.223 -0.582
C -0.516 0.604 0.870
O -0.138 1.609 1.407
O -1.192 -0.376 1.484
C -1.447 -0.239 2.875
C -0.610 -1.181 3.750
O -0.718 -1.157 4.957
N 0.217 -1.997 3.079
C 1.064 -2.962 3.735
H 0.279 6.011 -2.686
H 0.601 5.257 -4.250
H -0.864 6.224 -4.020
H -1.407 3.783 -3.954
H -1.729 4.541 -2.385
H 2.370 2.854 -2.785
H 2.126 3.664 -1.253
H 3.564 2.655 -1.489
H 3.498 0.730 -0.570
H 3.673 -1.478 0.685
H 3.836 -1.693 -1.060
H 2.707 -2.707 -0.139
H -1.374 -4.293 -1.421
H -1.681 -3.947 0.292
H -3.691 -2.593 -0.348
H -3.834 -4.253 -0.952
H -3.387 -2.939 -2.051
H -1.167 -0.051 -1.062
H -1.242 0.791 3.189
H -2.504 -0.459 3.044
H 0.217 -1.995 2.070
H 2.116 -2.713 3.583
H 0.835 -2.936 4.799
H 0.875 -3.959 3.337
*
```

Results
Maximum force, hartree/bohr: 0.013
SMILES: CCOC(=O)C1=C(C)NC(C)=C(C(=O)OCC)C1C(=O)OCC(=O)NC
Highest occupied orbital energy, Eh: -0.3120
Energy relative to the best compared isomer or geometry (same formula, charge and spin), kcal per mole: 0.00


Record 4
C30H31Cl5IrO2P2Si as an isolated structure. Source: the OMol25 dataset; level of theory: ωB97M-V/def2-TZVPD.

```
! RIJCOSX wB97M-V def2-TZVPD def2/J DEFGRID3
* xyz 1 5
Ir -0.263 0.166 0.165
C -3.744 1.795 1.151
P -2.469 1.570 -0.149
C -2.495 3.184 -1.002
C -3.373 0.534 -1.376
C -3.516 -0.894 -0.870
P -1.868 -1.623 -0.485
C -2.345 -2.934 0.685
C -1.434 -2.554 -1.993
H -4.626 2.268 0.717
H -3.352 2.430 1.944
H -4.021 0.836 1.590
H -3.516 3.425 -1.301
H -1.856 3.146 -1.883
H -2.111 3.963 -0.344
H -2.797 0.551 -2.306
H -4.349 0.981 -1.574
H -4.036 -1.522 -1.596
H -4.110 -0.911 0.047
H -3.096 -3.570 0.214
H -2.758 -2.494 1.592
H -1.475 -3.525 0.946
H -2.287 -3.142 -2.331
H -0.607 -3.222 -1.754
H -1.121 -1.873 -2.783
Cl 6.120 -3.635 0.033
C 4.501 -3.163 0.201
C 4.174 -1.794 0.272
Cl 5.398 -0.601 0.203
C 2.860 -1.421 0.393
Cl 2.416 0.224 0.459
C 1.788 -2.374 0.460
O 0.588 -2.010 0.582
C 2.163 -3.760 0.382
Cl 0.932 -4.941 0.443
C 3.482 -4.140 0.259
Cl 3.896 -5.797 0.175
O 0.428 2.139 -0.040
Si 1.183 3.535 -0.024
C 0.516 4.595 1.407
C -0.647 4.187 2.057
C -1.223 4.974 3.047
C -0.628 6.173 3.409
C 0.552 6.571 2.797
C 1.122 5.785 1.803
C 3.056 3.416 0.290
C 3.974 3.697 -0.719
C 5.340 3.584 -0.478
C 5.793 3.186 0.771
C 4.885 2.907 1.784
C 3.522 3.024 1.544
C 0.903 4.412 -1.675
C 1.012 5.795 -1.812
C 0.773 6.409 -3.034
C 0.409 5.647 -4.135
C 0.304 4.268 -4.018
C 0.553 3.658 -2.796
H -1.077 3.228 1.793
H -2.133 4.646 3.537
H -1.075 6.789 4.178
H 1.038 7.492 3.097
H 2.057 6.099 1.349
H 3.629 4.010 -1.698
H 6.043 3.813 -1.269
H 6.856 3.106 0.960
H 5.234 2.611 2.766
H 2.818 2.820 2.345
H 1.279 6.407 -0.958
H 0.869 7.483 -3.125
H 0.211 6.126 -5.086
H 0.030 3.667 -4.877
H 0.481 2.578 -2.705
*
```

Results
Maximum force, hartree/bohr: 0.049
Highest occupied orbital energy (spin up / spin down), Eh: -0.3574 / -0.4015
<S²>: 6.048
Energy relative to the best compared isomer or geometry (same formula, charge and spin), kcal per mole: 41.03


Record 5
One molecule with the formula C3H7N3OS. Source: the OMol25 dataset; level of theory: ωB97M-V/def2-TZVPD.

```
! RIJCOSX wB97M-V def2-TZVPD def2/J DEFGRID3
* xyz 0 1
H 0.358 -0.161 -1.826
N -0.387 0.483 -1.604
C -0.708 0.258 -0.385
N -1.955 0.738 0.015
O -2.482 1.702 -0.866
N -0.089 -0.580 0.554
S -0.893 -1.116 1.941
C 1.243 -1.101 0.324
C 2.260 -0.363 -0.135
H -1.843 1.194 0.913
H -1.921 1.580 -1.652
H -0.281 -0.227 2.755
H 1.396 -2.112 0.683
H 2.087 0.608 -0.554
H 3.216 -0.903 -0.164
*
```

Results
Maximum force, hartree/bohr: 0.034
SMILES: [H]/N=C(/NO)N(S)C=C
Highest occupied orbital energy, Eh: -0.3343
Energy relative to the best compared isomer or geometry (same formula, charge and spin), kcal per mole: 83.59


Record 6
One molecule with the formula C8H19ClNPS. Source: the OMol25 dataset; level of theory: ωB97M-V/def2-TZVPD.

```
! RIJCOSX wB97M-V def2-TZVPD def2/J DEFGRID3
* xyz 0 1
C -0.860 1.782 2.528
C -0.048 0.885 1.587
N -0.782 -0.145 0.831
C -0.823 -1.429 1.400
C -1.394 -2.483 0.463
S -1.800 -1.312 3.044
P -0.755 0.017 -0.862
Cl -1.779 1.676 -1.212
C 0.993 0.278 -1.514
C 0.646 0.092 -3.066
C 1.529 1.676 -1.415
C 1.737 -0.884 -0.873
H -1.694 2.160 2.010
H -1.308 1.158 3.346
H -0.092 2.509 2.888
H 0.355 1.548 0.756
H 0.762 0.432 2.131
H 0.200 -1.696 1.536
H -1.294 -3.564 0.955
H -2.346 -2.328 0.026
H -0.766 -2.630 -0.422
H -2.872 -0.636 2.397
H 0.374 0.996 -3.459
H 1.386 -0.391 -3.781
H -0.259 -0.623 -3.021
H 2.209 1.919 -2.237
H 2.084 1.885 -0.439
H 0.790 2.356 -1.664
H 2.636 -1.322 -1.410
H 2.204 -0.412 0.072
H 0.969 -1.514 -0.595
*
```

Results
Maximum force, hartree/bohr: 0.088
SMILES: CCN([C@H](C)S)P(Cl)C(C)(C)C
Highest occupied orbital energy, Eh: -0.3036
Energy relative to the best compared isomer or geometry (same formula, charge and spin), kcal per mole: 51.99


Record 7
C42H30BeClF10N4O2P as an isolated structure. Source: the OMol25 dataset; level of theory: ωB97M-V/def2-TZVPD.

```
! RIJCOSX wB97M-V def2-TZVPD def2/J DEFGRID3
* xyz -2 1
Be -0.642 0.063 0.943
C -2.850 -2.873 -0.396
N -2.840 -1.674 0.396
C -3.220 -1.879 1.776
C -2.309 -1.167 2.802
N -0.938 -1.083 2.316
C 0.064 -1.282 3.211
C 0.023 -1.168 4.622
F -1.081 -0.699 5.252
C 1.101 -1.441 5.445
F 0.970 -1.303 6.779
C 2.316 -1.821 4.929
F 3.366 -2.096 5.734
C 2.423 -1.918 3.555
F 3.592 -2.310 3.023
C 1.350 -1.657 2.743
F 1.525 -1.815 1.429
C -3.396 -0.565 -0.336
C -3.357 0.808 0.327
N -2.137 1.158 1.062
C -2.185 2.321 1.739
C -2.988 3.478 1.471
F -3.903 3.516 0.466
C -2.860 4.684 2.140
F -3.609 5.730 1.744
C -1.972 4.854 3.171
F -1.822 6.047 3.785
C -1.254 3.741 3.563
F -0.454 3.833 4.634
C -1.395 2.535 2.918
F -0.812 1.490 3.523
H -3.867 -3.294 -0.538
H -2.229 -3.637 0.080
H -2.438 -2.661 -1.385
H -3.146 -2.952 1.967
H -4.274 -1.598 1.966
H -2.372 -1.761 3.715
H -2.721 -0.178 3.033
H -4.466 -0.741 -0.587
H -2.842 -0.516 -1.273
H -4.212 0.865 1.016
H -3.567 1.513 -0.482
N -0.409 -0.419 -0.660
P 0.378 -1.081 -1.750
C -0.631 -1.709 -3.190
C -1.587 -0.795 -3.649
C -2.469 -1.125 -4.666
C -2.414 -2.387 -5.249
C -1.463 -3.299 -4.817
C -0.576 -2.961 -3.797
C 1.525 -0.002 -2.723
C 2.147 -0.402 -3.906
C 2.948 0.486 -4.610
C 3.129 1.785 -4.137
C 2.512 2.188 -2.962
C 1.709 1.293 -2.261
C 1.467 -2.510 -1.346
C 2.851 -2.363 -1.269
C 3.657 -3.420 -0.862
C 3.088 -4.639 -0.520
C 1.707 -4.787 -0.559
C 0.905 -3.726 -0.957
H -1.630 0.181 -3.173
H -3.207 -0.405 -5.000
H -3.110 -2.657 -6.036
H -1.412 -4.282 -5.272
H 0.171 -3.681 -3.486
H 2.007 -1.416 -4.268
H 3.428 0.171 -5.531
H 3.749 2.482 -4.691
H 2.653 3.198 -2.591
H 1.197 1.579 -1.348
H 3.301 -1.406 -1.507
H 4.730 -3.286 -0.795
H 3.716 -5.463 -0.201
H 1.252 -5.725 -0.260
H -0.176 -3.825 -0.936
Cl 2.802 6.888 -1.099
C 2.486 5.351 -0.313
C 3.549 4.621 0.195
C 3.292 3.400 0.804
C 1.999 2.905 0.893
C 0.949 3.655 0.372
C 1.184 4.887 -0.226
C 1.760 1.531 1.517
O 2.670 1.046 2.188
O 0.624 1.035 1.252
H 4.558 5.004 0.108
H 4.098 2.810 1.226
H -0.056 3.254 0.419
H 0.369 5.472 -0.632
*
```

Results
Maximum force, hartree/bohr: 0.013
Highest occupied orbital energy, Eh: -0.0581


Record 8
One molecule with the formula C5H9NO. Source: the OMol25 dataset; level of theory: ωB97M-V/def2-TZVPD.

```
! RIJCOSX wB97M-V def2-TZVPD def2/J DEFGRID3
* xyz 0 1
H -0.754 -2.450 -0.422
N -1.056 -1.718 -1.059
C -0.350 -0.683 -1.115
C -0.663 0.570 -1.849
O 1.223 -0.596 -0.712
C 1.044 -0.972 0.573
C 0.502 -0.215 1.561
C 0.226 1.251 1.464
H 0.234 1.173 -1.973
H -1.403 1.151 -1.292
H -1.070 0.300 -2.826
H 1.255 -2.030 0.745
H 0.344 -0.688 2.526
H 0.643 1.761 2.338
H -0.850 1.454 1.469
H 0.675 1.691 0.571
*
```

Results
Maximum force, hartree/bohr: 0.073
SMILES: [H]/N=C(/C)O/C=C\C
Highest occupied orbital energy, Eh: -0.3249
Energy relative to the best compared isomer or geometry (same formula, charge and spin), kcal per mole: 66.70


Record 9
A 2-piece molecular cluster, C3H10NO overall. Source: the OMol25 dataset; level of theory: ωB97M-V/def2-TZVPD.

```
! RIJCOSX wB97M-V def2-TZVPD def2/J DEFGRID3
* xyz 1 1
C -2.168 0.470 0.602
C 2.395 0.555 -0.088
C -0.707 -1.050 -0.609
N -1.406 -0.017 -0.545
O 1.656 -0.672 -0.022
H -3.041 -0.155 0.929
H -1.396 0.449 1.342
H -2.438 1.509 0.410
H 2.219 1.090 -0.916
H 3.550 0.214 -0.031
H 2.242 1.146 0.755
H -0.306 -1.371 -1.551
H -0.841 -1.798 0.140
H -1.454 0.605 -1.298
H 1.694 -0.975 0.881
*
```

Results
Maximum force, hartree/bohr: 0.123
Highest occupied orbital energy, Eh: -0.5330
Energy relative to the best compared isomer or geometry (same formula, charge and spin), kcal per mole: 47.83


Record 10
One molecule with the formula C3H6O2S2. Source: the OMol25 dataset; level of theory: ωB97M-V/def2-TZVPD.

```
! RIJCOSX wB97M-V def2-TZVPD def2/J DEFGRID3
* xyz 0 1
C 0.654 -0.511 -0.111
C 0.461 1.989 -0.156
C -1.796 -1.668 0.163
O 1.921 -0.555 0.034
O -0.106 0.594 -0.076
S 3.494 0.306 0.167
S -0.059 -2.066 -0.334
H -0.185 2.367 -0.932
H 1.499 1.772 -0.315
H 0.210 2.278 0.805
H -2.250 -1.355 -0.691
H -1.647 -0.697 0.780
H -2.197 -2.453 0.667
*
```

Results
Maximum force, hartree/bohr: 0.107
Highest occupied orbital energy, Eh: -0.2836
Energy relative to the best compared isomer or geometry (same formula, charge and spin), kcal per mole: 95.72